1.
ORCA calculation (the ωB97M-V functional and the def2-TZVPD basis) on a structure of composition C32H65CuO31 in a non-equilibrium geometry.

Lowest unoccupied orbital energy: -0.0037 Ha
HOMO: -0.2717 hartree
HOMO-LUMO gap: 7.3 eV
ΔE to the lowest compared entry with this formula, charge and spin: 0.0 kcal per mole
Maximum force: 0.060 Eh/bohr

Last column: Mulliken charge in e.
Geometry (Å):
Cu  -11.31845  -13.77756  14.13787  0.49
C  -14.19026  -16.19344  16.55048  0.24
C  -13.86056  -14.72715  16.44176  2.45
O  -12.78039  -14.35920  15.67344  0.33
H  -13.40780  -16.80144  17.01857  -0.04
H  -14.49564  -16.72727  15.64653  -0.49
H  -15.04395  -16.40040  17.20935  -0.20
H  -13.84880  -14.25039  17.44574  -0.60
H  -14.73041  -14.19549  15.99347  -1.64
C  -8.07572  -20.81735  21.17396  -0.70
O  -9.47306  -20.64500  20.97477  -0.37
C  -9.84902  -19.71649  20.11891  0.79
O  -9.17258  -18.95720  19.52470  -0.54
O  -11.16795  -19.77320  20.05853  -0.37
C  -11.86035  -18.85032  19.21971  -0.37
H  -7.63876  -20.10620  21.87046  0.28
H  -7.56185  -20.90985  20.22270  0.32
H  -8.00360  -21.77995  21.68091  0.25
H  -12.73380  -19.32870  18.77882  0.19
H  -11.31758  -18.50476  18.33724  0.35
H  -12.13503  -18.02472  19.87687  0.18
C  -13.42256  -21.00646  12.76014  -0.65
O  -14.63051  -21.12640  13.51931  -0.39
C  -14.75246  -20.33425  14.56603  0.88
O  -13.90941  -19.63614  15.01491  -0.51
O  -15.97391  -20.50155  15.02896  -0.41
C  -16.35423  -19.82971  16.23033  -0.29
H  -12.63382  -20.81001  13.49767  0.27
H  -13.38964  -20.15535  12.08537  0.27
H  -13.18916  -21.98277  12.35435  0.30
H  -17.27600  -20.27253  16.59720  0.15
H  -16.62275  -18.82373  15.90250  0.21
H  -15.60053  -19.85380  17.01178  0.17
C  -9.41096  -16.99220  10.61032  -0.69
O  -10.77212  -17.18249  10.95986  -0.35
C  -11.27241  -16.48069  11.95652  0.76
O  -10.66623  -15.70031  12.62465  -0.69
O  -12.49641  -16.90518  12.14740  -0.37
C  -13.22915  -16.56425  13.32968  -0.40
H  -8.69137  -17.29863  11.37437  0.31
H  -9.20341  -15.95273  10.37048  0.30
H  -9.22652  -17.68869  9.79767  0.24
H  -12.61194  -16.56735  14.22315  0.48
H  -13.86257  -17.44035  13.48599  -0.07
H  -13.88977  -15.71630  13.21445  0.13
C  -11.46286  -6.81776  15.37841  -0.64
O  -11.99006  -7.77693  16.27377  -0.32
C  -12.00241  -9.03438  15.89424  0.74
O  -11.85971  -9.45343  14.78333  -0.57
O  -12.23680  -9.78627  16.94624  -0.34
C  -12.75336  -11.09904  16.75552  0.59
H  -12.06118  -6.76699  14.46465  0.28
H  -10.48779  -7.13776  14.99979  0.29
H  -11.39466  -5.84804  15.85071  0.23
H  -12.01772  -11.79412  16.36022  -0.17
H  -13.59083  -10.93912  16.07317  -0.25
H  -13.15127  -11.56760  17.64943  0.10
C  -17.29872  -9.40473  22.07231  -0.67
O  -17.45449  -10.37679  21.05868  -0.33
C  -16.39319  -10.54198  20.26476  0.70
O  -15.39091  -9.87958  20.26194  -0.57
O  -16.66507  -11.52814  19.43083  -0.33
C  -15.87950  -11.89430  18.32398  0.14
H  -16.45031  -9.55858  22.74233  0.30
H  -18.20165  -9.47081  22.67468  0.25
H  -17.18160  -8.37154  21.74167  0.30
H  -16.42866  -12.49161  17.59952  -0.04
H  -15.04418  -12.49002  18.69240  -0.26
H  -15.53515  -11.02254  17.76648  0.51
C  -19.01689  -19.78381  18.96411  -0.74
O  -18.70517  -18.42988  18.58195  -0.33
C  -17.79185  -17.81315  19.35732  0.70
O  -17.49125  -18.16532  20.46020  -0.56
O  -17.39213  -16.71194  18.72193  -0.16
C  -16.43829  -15.85935  19.34348  -0.74
H  -18.10145  -20.35217  19.11804  0.33
H  -19.67334  -20.21429  18.21944  0.23
H  -19.50850  -19.69658  19.93311  0.32
H  -15.48883  -16.34379  19.55765  0.36
H  -16.89950  -15.51760  20.26768  0.57
H  -16.14636  -15.03298  18.70163  0.01
C  -10.57837  -17.14873  23.26318  -0.36
O  -10.85082  -15.80244  22.96635  -0.36
C  -11.78883  -15.60179  22.04904  0.81
O  -12.67310  -16.32945  21.81113  -0.53
O  -11.53726  -14.41390  21.54242  -0.37
C  -12.46448  -13.89471  20.58498  -0.43
H  -11.27549  -17.55149  23.99690  0.32
H  -9.56935  -17.28175  23.65092  0.28
H  -10.58681  -17.80926  22.39200  -0.04
H  -13.18238  -14.63778  20.24264  0.21
H  -11.89551  -13.54337  19.72914  0.14
H  -13.00547  -13.03790  20.98997  0.36
C  -17.25726  -14.26072  9.39622  -0.68
O  -16.63924  -15.00209  10.43098  -0.35
C  -17.04661  -14.76566  11.65149  0.74
O  -17.96946  -14.09854  11.94909  -0.54
O  -16.26797  -15.43843  12.46859  -0.21
C  -16.44628  -15.13384  13.83742  -0.22
H  -16.76836  -14.49912  8.45954  0.23
H  -17.17843  -13.18429  9.57241  0.31
H  -18.33087  -14.45298  9.34980  0.28
H  -15.70203  -14.43890  14.21006  -0.13
H  -16.28055  -16.02777  14.44822  0.02
H  -17.47558  -14.90868  14.10837  0.53
C  -10.22451  -15.08611  18.02583  0.15
O  -9.09592  -14.26552  17.73337  -0.38
C  -9.02262  -13.49032  16.69538  0.77
O  -9.76095  -13.52876  15.73629  -0.43
O  -8.01950  -12.67289  16.87543  -0.36
C  -7.86859  -11.57531  15.99897  -0.55
H  -10.07147  -15.59144  18.96787  0.33
H  -10.49725  -15.66697  17.14591  0.11
H  -11.06472  -14.39260  18.10329  -0.41
H  -8.81495  -11.06622  15.81220  0.18
H  -7.43974  -11.87339  15.04191  0.29
H  -7.19408  -10.85468  16.45054  0.24
C  -16.00850  -11.58795  14.27463  -0.22
O  -17.37600  -11.43923  13.96332  -0.38
C  -18.30207  -11.94985  14.76359  0.86
O  -18.07353  -12.65449  15.69550  -0.49
O  -19.44843  -11.42780  14.41538  -0.40
C  -20.61944  -11.74806  15.19044  -0.67
H  -15.75245  -10.86422  15.04914  0.40
H  -15.37364  -11.67000  13.40276  0.38
H  -15.85668  -12.53214  14.81112  -0.35
H  -21.41596  -11.19913  14.70451  0.22
H  -20.44285  -11.41192  16.21265  0.31
H  -20.79044  -12.82302  15.20044  0.29



2.
ORCA calculation (the ωB97M-V functional and the def2-TZVPD basis) on a structure of composition C20H16BrCoIN4O4S5Sb.

2S+1: 3
Lowest unoccupied orbital energy (alpha / beta): 0.1141 / 0.1136 Ha
Net charge: -2
HOMO (alpha / beta): -0.0219 / -0.1076 hartree
HOMO-LUMO gap (alpha / beta): 3.7 / 6.0 eV
ΔE to the lowest compared entry with this formula, charge and spin: 65.1 kcal per mole
Maximum force: 0.019 Eh/bohr

Last column: Mulliken charge in e.
Geometry (Å):
Co  1.76249  -1.26358  -0.19737  -0.34
S  6.19504  -2.91723  2.10765  -0.68
Sb  4.22873  -3.62705  1.22634  0.33
S  2.68015  -1.82165  1.75556  -0.37
S  4.63186  -3.13644  -1.52681  -0.42
S  3.79427  -1.28457  -1.35021  -0.06
C  2.60760  -1.06986  -2.66322  0.60
C  2.83929  -0.98170  -4.02718  -0.66
C  1.77290  -0.62730  -4.83639  -0.11
C  0.53534  -0.36780  -4.26582  -0.82
C  0.38391  -0.50265  -2.89678  -0.29
N  1.40308  -0.86876  -2.12355  0.23
H  3.83086  -1.17353  -4.41355  0.42
H  1.90791  -0.53531  -5.90726  0.37
H  -0.31060  -0.07415  -4.87113  0.41
H  -0.56348  -0.34962  -2.39166  0.40
O  1.57617  -3.59578  -0.66275  -0.36
H  1.11776  -3.85411  -1.46903  0.21
H  1.02072  -3.86736  0.07870  0.31
Br  0.82236  4.54903  1.01727  -0.19
C  2.71308  4.54034  1.00168  0.02
C  3.36856  5.66895  1.47854  -0.42
C  4.75363  5.71496  1.48717  -0.47
C  5.48622  4.63438  1.02119  -0.61
C  4.83320  3.50701  0.54959  -0.44
C  3.44370  3.45611  0.53347  0.31
I  2.56128  1.70072  -0.15673  0.45
H  2.78453  6.50238  1.84442  0.37
H  5.25734  6.59523  1.86642  0.34
H  6.56847  4.66047  1.03071  0.36
H  5.39651  2.65186  0.20005  0.40
O  -8.45928  -2.07142  -0.05864  -0.72
S  -7.51246  -2.80892  0.76689  1.19
O  -6.69023  -3.75041  0.02957  -0.69
O  -8.07839  -3.34242  1.99811  -0.72
C  -6.36852  -1.51062  1.35774  0.11
N  -6.94720  -0.51180  2.04363  -0.59
C  -6.10794  0.43393  2.46210  -0.31
C  -4.75337  0.42171  2.22601  -0.65
C  -4.23331  -0.66827  1.49983  0.57
N  -5.08371  -1.63869  1.07704  -0.35
C  -2.84567  -0.80065  1.16582  1.10
C  -1.84359  0.17100  1.48917  -1.16
C  -0.55640  0.02019  1.07571  -0.42
N  -0.10747  -1.04216  0.33117  0.59
C  -1.06042  -2.00713  0.06073  -0.37
C  -2.36378  -1.92571  0.43098  -1.15
H  -6.55621  1.25280  3.02249  0.38
H  -4.12453  1.22173  2.59184  0.29
H  -2.08765  1.06322  2.04994  0.18
H  0.17839  0.77306  1.33305  0.32
H  -0.73554  -2.84135  -0.54500  0.50
H  -3.06557  -2.70108  0.15251  0.57